A) This record from OMol25 describes a single CH3FO2S molecule. The level of theory is the ωB97M-V functional and the def2-TZVPD basis.

Each line ends with the Mulliken charge.
Geometry (Å):
C (0.9364, -0.0860, 0.0437)  -0.75
S (-0.7883, -0.1468, 0.0279)  1.18
O (-1.3277, -0.3525, 1.3100)  -0.55
O (-1.2730, -0.7776, -1.1197)  -0.54
F (-1.2200, 1.4274, -0.1958)  -0.29
H (1.2615, -0.7710, -0.7574)  0.31
H (0.9901, 0.9823, -0.2039)  0.28
H (1.4210, -0.2760, 0.8952)  0.36

Properties
Highest occupied orbital energy   -12.188 eV
Structure (SMILES)   CS(=O)(=O)F

***

B) This record from OMol25 describes 2 unconnected molecules or ions with the total composition CH3FO2S. The level of theory is the ωB97M-V functional and the def2-TZVPD basis.

Each line ends with the Mulliken charge.
Geometry (Å):
C (0.5819, -0.1838, -1.5929)  -0.90
O (-1.8439, -0.2395, 1.1216)  -0.39
O (-0.2005, 1.5716, 1.7487)  -0.44
F (0.3376, -0.7462, 2.3236)  -0.24
S (-0.4884, 0.2193, 1.2271)  0.89
H (0.3902, -1.1080, -1.0340)  0.39
H (-0.3075, 0.1428, -2.0192)  0.37
H (1.5306, 0.3438, -1.7748)  0.31

Properties
Highest occupied orbital energy (spin up / spin down)   -11.070 / -9.982 eV

***

Energy ordering: A) at the bottom, the next structure 293.6 kJ/mol above.

***

A) This record from OMol25 describes a molecular structure, CH2F2N2O. The level of theory is the ωB97M-V functional and the def2-TZVPD basis.

Each line ends with the Mulliken charge.
Geometry (Å):
C (0.0833, 0.6412, 0.0577)  0.60
N (1.1835, -0.0302, -0.1280)  -0.34
N (-1.1828, -0.5704, 0.6228)  0.02
O (-0.2618, 1.7282, -0.1468)  -0.39
F (-2.2748, 0.0897, 0.2723)  -0.12
F (-1.1005, -1.5118, -0.4934)  -0.24
H (1.5535, -0.7723, 0.3633)  0.22
H (1.9996, 0.4255, -0.5479)  0.25

Properties
Highest occupied orbital energy   -9.943 eV

***

B) This record from OMol25 describes 2 unconnected molecules or ions with the total composition CH2F2N2O. The level of theory is the ωB97M-V functional and the def2-TZVPD basis.

Each line ends with the Mulliken charge.
Geometry (Å):
N (-1.9636, -1.4797, 0.6009)  -0.47
C (-1.4764, -0.6442, -0.1059)  0.63
O (-1.1780, 0.2831, -0.7765)  -0.45
H (-1.6056, -2.2110, 1.2081)  0.30
F (1.1966, -0.9266, 0.4595)  -0.13
N (2.2589, -0.0356, 0.5006)  0.01
F (2.5111, 0.0483, -0.8883)  -0.17
H (2.0181, 0.9299, 0.6336)  0.27

Properties
Highest occupied orbital energy   -11.107 eV
Structure (SMILES)   N=C=O.FNF

***

Energy ordering: B) at the bottom, the next structure 25.5 kJ/mol above.

***

A) This record from OMol25 describes a molecular structure, H28O14. The level of theory is the ωB97M-V functional and the def2-TZVPD basis.

Each line ends with the Mulliken charge.
Geometry (Å):
O (1.9272, 0.7038, -0.6233)  -0.76
H (1.8524, 0.9184, -1.5532)  0.45
H (2.5644, -0.0098, -0.5923)  0.22
O (-0.4353, -1.5081, 2.0299)  -0.74
H (-0.2588, -0.9518, 1.2712)  0.68
H (-0.2711, -2.3981, 1.7183)  0.44
O (-2.2061, 0.3043, -1.2393)  -0.73
H (-3.0204, -0.1031, -0.9441)  0.41
H (-1.5188, -0.1576, -0.7593)  0.54
O (0.0507, 1.9968, -1.2196)  -0.56
H (-0.4480, 2.7078, -1.6220)  0.40
H (0.7662, 2.4358, -0.7597)  0.10
O (0.5452, -2.3489, -0.2994)  -0.58
H (1.1542, -1.8174, 0.2133)  0.54
H (0.5627, -3.2079, 0.1225)  0.37
O (-0.0421, -0.1744, 0.3703)  -0.52
H (0.3837, -0.9074, -0.0742)  -0.51
H (0.4467, 0.5969, 0.0834)  -0.29
O (-1.7579, 0.1724, 2.0261)  -0.81
H (-1.3312, -0.5835, 2.4295)  0.42
H (-1.2943, 0.2958, 1.1978)  0.39
O (1.3156, -1.5064, -2.0729)  -1.04
H (0.7444, -0.7498, -1.9408)  0.54
H (0.9501, -2.1850, -1.5051)  0.32
O (-0.7457, 2.1210, 2.2152)  -0.84
H (-1.2721, 1.3284, 2.1109)  0.62
H (0.0934, 1.9072, 1.8073)  0.32
O (1.8198, -1.0555, 1.0984)  -0.59
H (2.3320, -0.6755, 0.3846)  0.39
H (2.3310, -1.8127, 1.3840)  0.36
O (-1.7249, -1.8538, -0.3200)  -0.72
H (-1.1029, -2.3363, -0.8645)  0.38
H (-1.6047, -2.2141, 0.5586)  0.40
O (1.5959, 2.3809, 1.0690)  -0.72
H (1.5257, 3.0417, 0.3800)  0.39
H (1.8495, 1.5807, 0.6090)  0.61
O (-0.0818, -0.0881, -1.9653)  -0.65
H (-0.0607, 0.8141, -1.6463)  0.13
H (-0.1156, -0.0050, -2.9183)  0.37
O (-2.0288, 1.9395, 0.2495)  -0.78
H (-2.3925, 1.3972, -0.4504)  0.59
H (-1.0970, 2.0072, 0.0412)  0.48

Properties
Highest occupied orbital energy   -7.746 eV

***

B) This record from OMol25 describes 14 unconnected molecules or ions with the total composition H28O14. The level of theory is the ωB97M-V functional and the def2-TZVPD basis.

Each line ends with the Mulliken charge.
Geometry (Å):
O (-1.5440, -3.8820, -0.0992)  -0.59
H (-1.4340, -2.9652, 0.1101)  0.34
H (-0.7210, -4.3819, -0.0262)  0.36
O (-2.9036, 2.3522, -2.4726)  -0.62
H (-2.3200, 1.5828, -2.5641)  0.35
H (-2.3254, 2.9747, -2.0315)  0.28
O (0.9263, -4.1578, 1.1583)  -0.69
H (1.6736, -3.9537, 1.7319)  0.33
H (1.3568, -4.0258, 0.2937)  0.33
O (-0.4681, -1.1780, -1.1319)  -0.53
H (-0.6242, -2.0452, -0.8001)  0.17
H (-1.2526, -0.8281, -1.5385)  0.27
O (4.0871, -0.7733, 2.5149)  -0.65
H (4.2228, -0.5430, 3.4256)  0.31
H (3.2290, -0.6933, 2.1227)  0.34
O (1.3153, 2.9072, -0.0315)  -0.63
H (0.7862, 3.6707, -0.2655)  0.27
H (0.9376, 2.1767, 0.4556)  0.34
O (-4.1507, 0.2427, -1.1637)  -0.62
H (-4.9857, 0.6495, -1.4304)  0.30
H (-3.5895, 0.9046, -0.7500)  0.31
O (-0.1581, 1.2250, 1.8070)  -0.64
H (0.4136, 0.5492, 2.1152)  0.32
H (-1.0240, 0.9215, 1.5358)  0.32
O (0.8702, 1.4642, 4.3929)  -0.61
H (0.0636, 1.3383, 3.9024)  0.33
H (0.8929, 0.9386, 5.2033)  0.30
O (-0.2979, 1.1100, -3.1349)  -0.52
H (-0.4054, 2.0249, -3.3704)  0.28
H (0.2369, 0.5393, -3.6811)  0.26
O (-2.3714, 2.7676, 1.7362)  -0.61
H (-1.5575, 2.6368, 2.2053)  0.33
H (-2.4510, 3.6944, 1.4658)  0.29
O (2.2660, -2.8112, -3.4768)  -0.61
H (1.7283, -2.8419, -2.6682)  0.28
H (1.4970, -2.6113, -4.0225)  0.32
O (2.0574, 2.0819, -2.7230)  -0.63
H (2.0176, 1.3767, -2.0537)  0.31
H (1.8070, 2.8185, -2.1733)  0.32
O (0.9163, -1.4948, 2.0259)  -0.67
H (0.8787, -1.5155, 1.0539)  0.34
H (0.4039, -2.2458, 2.3525)  0.28

Properties
Highest occupied orbital energy   -10.445 eV

***

Energy ordering: B) at the bottom, the next structure 1458.6 kJ/mol above.

***

A) This record from OMol25 describes 14 unconnected molecules or ions with the total composition H28O14. The level of theory is the ωB97M-V functional and the def2-TZVPD basis.

Each line ends with the Mulliken charge.
Geometry (Å):
O (1.2395, 0.8212, -3.4575)  -0.60
H (1.6629, 1.4688, -4.0305)  0.32
H (1.6082, 1.2074, -2.6461)  0.26
O (2.3968, 4.2508, -0.0230)  -0.64
H (3.2566, 4.0394, 0.3496)  0.31
H (1.7470, 4.0009, 0.6450)  0.34
O (-1.7502, 1.3460, -1.9147)  -0.66
H (-1.5964, 1.2398, -0.9700)  0.29
H (-0.8425, 1.2838, -2.2408)  0.33
O (-0.0361, 0.1919, 0.1686)  -0.73
H (0.7513, -0.1059, -0.3238)  0.46
H (-0.6894, -0.5084, 0.0627)  0.32
O (2.2702, -0.8111, -0.9251)  -0.55
H (2.9008, -0.3182, -1.4600)  0.28
H (2.6245, -0.7557, -0.0356)  0.31
O (0.2420, 3.6943, 2.1579)  -0.63
H (-0.5020, 4.2550, 2.3186)  0.30
H (-0.1227, 2.8465, 2.4417)  0.32
O (2.5749, -0.9898, 1.6221)  -0.64
H (3.0610, -0.8018, 2.4294)  0.27
H (2.0348, -1.7753, 1.7370)  0.30
O (0.9874, -3.8342, -1.0322)  -0.63
H (1.2307, -3.3023, -1.7917)  0.31
H (0.2596, -3.4561, -0.5656)  0.28
O (-2.6519, -2.7878, 1.3140)  -0.64
H (-3.2543, -3.3679, 0.8547)  0.30
H (-1.8590, -3.2120, 1.6152)  0.30
O (-3.4739, 3.7222, -0.1366)  -0.64
H (-3.5512, 3.3391, -1.0159)  0.33
H (-2.5559, 3.9707, -0.0038)  0.31
O (-1.5245, -2.1197, -0.7608)  -0.53
H (-2.3187, -1.8879, -0.1932)  0.31
H (-1.8219, -1.7877, -1.6133)  0.30
O (-0.6212, -0.5100, 2.9861)  -0.65
H (-1.3735, 0.0764, 2.8856)  0.32
H (-0.2870, -0.5757, 2.1074)  0.30
O (-3.8048, -0.3524, -0.1188)  -0.62
H (-4.0451, -0.0364, 0.7487)  0.30
H (-3.2500, 0.2425, -0.6255)  0.34
O (4.0644, -2.9502, -0.3799)  -0.62
H (3.2590, -3.4885, -0.3984)  0.34
H (3.7603, -2.2616, 0.2183)  0.32

Properties
Highest occupied orbital energy   -10.849 eV

***

B) This record from OMol25 describes 14 unconnected molecules or ions with the total composition H28O14. The level of theory is the ωB97M-V functional and the def2-TZVPD basis.

Each line ends with the Mulliken charge.
Geometry (Å):
O (-14.2080, -1.7370, -10.7540)  -0.61
H (-13.3860, -2.1240, -11.0430)  0.25
H (-14.6920, -1.6650, -11.6010)  0.28
O (-11.4620, -0.5950, -11.1000)  -0.62
H (-10.7010, -0.9240, -10.5950)  0.33
H (-11.8890, 0.1580, -10.6240)  0.31
O (-10.3160, -4.1830, -7.9590)  -0.62
H (-10.0460, -3.7580, -7.1240)  0.16
H (-9.7390, -4.9260, -8.0590)  0.28
O (-12.9480, -3.8790, -8.6130)  -0.60
H (-12.0630, -4.1740, -8.4800)  0.29
H (-13.3220, -4.3800, -9.3510)  0.26
O (-11.8030, -1.5090, -7.9620)  0.53
H (-12.1590, -2.2370, -8.4480)  0.03
H (-11.7640, -1.8170, -7.0770)  -0.04
O (-9.1380, -2.3170, -6.0100)  -0.60
H (-9.5160, -1.4290, -6.1100)  0.34
H (-8.8120, -2.3900, -5.1400)  0.26
O (-9.6310, -3.3750, -10.6390)  -0.58
H (-9.9230, -3.7230, -9.7860)  0.38
H (-8.8000, -3.7700, -10.8800)  0.28
O (-12.2770, -3.1410, -5.3820)  -0.43
H (-12.9710, -2.7740, -4.8130)  0.27
H (-11.6340, -3.2880, -4.7560)  0.20
O (-10.6180, 0.0390, -5.8540)  -0.70
H (-11.4020, 0.3760, -6.3220)  0.33
H (-10.9980, -0.4070, -5.1190)  0.31
O (-9.4020, -0.7430, -8.9710)  -0.74
H (-10.2250, -1.0930, -8.5510)  0.27
H (-9.4990, 0.1270, -9.3040)  0.30
O (-14.6130, -0.4210, -8.5560)  -0.70
H (-15.3940, -0.7260, -8.1300)  0.32
H (-14.4590, -1.1300, -9.2330)  0.36
O (-14.1300, -1.0480, -4.6440)  -0.65
H (-14.2820, -0.2640, -4.1250)  0.28
H (-13.8270, -0.5740, -5.4360)  0.35
O (-13.1200, 0.8660, -6.6110)  -0.79
H (-13.2770, 0.2510, -7.3660)  0.40
H (-13.9590, 1.3710, -6.5120)  0.30
O (-14.9910, -3.7570, -6.8140)  -0.65
H (-14.1350, -3.5730, -7.2050)  0.35
H (-15.3930, -2.9350, -6.5130)  0.30

Properties
Highest occupied orbital energy   -10.338 eV

***

Energy ordering: B) at the bottom, the next structure 98.9 kJ/mol above.